Computed, not measured: a cluster of 11 separate species, C50H56F48N2O12 in total in a non-equilibrium geometry, with ωB97M-V/def2-TZVPD.

Frontier orbital gap in eV: 10.7
Charge: 0

Last column: Mulliken charge in e.
Positions of all 168 atoms, in Å:
C 4.77541 -0.94983 -3.79137  -1.393
C 4.01120 -0.66925 -2.45902  1.117
C 2.90843 -1.74568 -2.23761  1.230
F 1.82352 -1.86147 -3.06979  -0.357
F 3.39954 -2.92635 -2.03943  -0.239
F 4.78537 -0.54126 -1.33172  -0.205
F 3.38968 0.43263 -2.78124  -0.254
O 5.49392 -2.20436 -3.92374  -0.416
C 5.36640 -2.88825 -5.25324  0.853
C 6.09625 -4.26728 -5.12142  0.169
F 5.64471 -4.86831 -4.06247  -0.221
F 6.03395 -5.12520 -6.09800  -0.250
F 4.03454 -3.04007 -5.39344  -0.239
F 5.91791 -1.98529 -6.13366  -0.270
H 5.53719 -0.17444 -3.87245  0.489
H 4.21683 -0.73084 -4.70138  0.466
H 2.32585 -1.55423 -1.33647  -0.740
H 7.12664 -4.12108 -4.79735  0.181
C -1.55417 2.06656 -0.37840  -1.120
C -3.12389 1.85530 -0.28453  1.044
C -3.57642 0.35115 -0.19049  0.398
F -4.85379 0.19741 -0.04224  -0.304
F -3.11018 -0.53474 -0.98242  -0.216
F -3.58003 2.54475 0.72038  -0.249
F -3.70915 2.38260 -1.43544  -0.302
O -0.78243 1.53863 0.69125  -0.154
C 0.58385 1.55659 0.60327  0.671
C 1.25194 1.27344 1.92752  0.923
F 2.56689 1.40292 1.86148  -0.168
F 0.83997 2.11416 2.95130  -0.062
F 0.98107 0.71710 -0.38565  -0.116
F 0.92345 2.85239 0.24204  -0.371
H -1.38903 3.14202 -0.44330  0.342
H -1.26615 1.47758 -1.24918  0.373
H -3.20867 0.01078 0.77749  0.007
H 0.99833 0.23183 2.12461  -0.748
C -7.22228 -6.11099 0.89429  -1.037
C -6.95638 -7.61617 0.57587  0.999
C -8.30998 -8.38584 0.80820  -0.011
F -8.50163 -8.82427 1.96321  -0.253
F -9.34944 -7.65690 0.39478  -0.264
F -6.46389 -7.77638 -0.63308  -0.240
F -6.04576 -8.10351 1.41484  -0.337
O -6.01807 -5.39295 0.78924  -0.475
C -5.86119 -4.21340 1.59017  0.780
C -6.70748 -2.98392 1.22144  0.303
F -6.27616 -2.24781 0.19240  -0.124
F -8.01232 -3.11852 1.11268  -0.315
F -6.03233 -4.69878 2.75188  -0.301
F -4.54798 -3.92310 1.48824  -0.098
H -7.80907 -6.05184 1.81096  0.596
H -7.80639 -5.68720 0.07740  0.376
H -8.23583 -9.26708 0.17100  0.275
H -6.59298 -2.28049 2.04616  0.149
C -1.03087 5.39130 -5.59295  -1.000
C -1.60752 5.19947 -4.26772  1.015
C -2.72796 4.08797 -4.27640  0.254
F -3.70904 4.09383 -5.15777  -0.249
F -2.10277 2.90626 -4.49738  -0.311
F -0.64998 4.93633 -3.32703  -0.267
F -2.14979 6.36857 -3.85244  -0.311
O -2.03349 5.75813 -6.56655  -0.391
C -1.89991 5.31193 -7.93735  0.785
C -0.59795 5.90111 -8.61987  0.237
F 0.49078 5.93700 -7.97972  -0.227
F -0.47078 5.32736 -9.89541  -0.268
F -1.94036 4.02057 -7.90019  -0.267
F -2.95888 5.77125 -8.61172  -0.277
H -0.36965 4.57574 -5.88579  0.448
H -0.41752 6.28447 -5.47389  0.392
H -3.15948 3.99998 -3.27932  0.182
H -0.74692 6.98086 -8.62540  0.247
C -5.41651 -5.59597 -2.34819  -0.578
C -4.06910 -6.32074 -2.18884  0.851
C -3.68636 -7.15418 -3.42431  0.069
F -4.73806 -7.93958 -3.75085  -0.305
F -3.24047 -6.52309 -4.55258  -0.230
F -3.11939 -5.46383 -2.07987  -0.244
F -3.94460 -6.85829 -1.01154  -0.266
O -5.56916 -4.79465 -3.54803  -0.476
C -5.62008 -3.43998 -3.50758  0.680
C -4.35887 -2.79153 -3.16369  0.268
F -3.94924 -2.92442 -1.88878  -0.066
F -3.31134 -3.09610 -3.96896  -0.326
F -5.88969 -3.11150 -4.76538  -0.328
F -6.65990 -3.00691 -2.76554  -0.281
H -5.58259 -4.99375 -1.45496  0.174
H -6.19379 -6.35519 -2.43498  0.533
H -2.98975 -7.90105 -3.04350  0.319
H -4.52115 -1.73130 -3.35777  0.140
C 7.86558 3.82016 -0.10856  -1.100
C 6.85664 2.91420 0.61675  0.896
C 5.45277 2.90118 -0.15231  0.689
F 4.85334 3.97360 -0.57760  -0.252
F 5.54197 2.03951 -1.22015  -0.224
F 7.36890 1.70386 0.68474  -0.289
F 6.69761 3.41913 1.86547  -0.263
O 9.14939 3.76390 0.34274  -0.348
C 9.84644 4.93610 0.76551  0.898
C 10.72601 4.60206 1.95353  0.207
F 11.61168 5.45073 2.40162  -0.253
F 9.93724 4.42490 2.97350  -0.238
F 10.60494 5.27639 -0.30370  -0.307
F 9.10214 6.03542 1.03031  -0.270
H 7.46321 4.83153 -0.16603  0.461
H 7.90432 3.44613 -1.13164  0.385
H 4.78384 2.37565 0.52920  -0.109
H 11.24873 3.64805 1.88473  0.189
O -0.50400 -1.81906 2.31727  -0.560
C -0.54976 -2.65513 1.43337  0.312
O -0.41190 -3.96759 1.67867  -0.416
C -0.47517 -4.61540 0.39392  -0.508
C -0.07449 -3.59949 -0.64903  -0.207
C -0.73772 -2.39773 -0.03319  1.399
H -1.46195 -5.04840 0.23001  -0.143
H 0.13953 -5.51273 0.32280  0.485
H -0.47652 -3.74971 -1.65098  0.535
H 1.01527 -3.60758 -0.67044  -0.092
H -1.77650 -2.44135 -0.36051  -0.604
H -0.26229 -1.50385 -0.43697  -0.229
O 3.05565 -1.39126 1.10856  -0.448
C 3.05388 -2.34361 1.85663  0.468
O 3.59973 -3.47439 1.38381  -0.376
C 3.79781 -4.47117 2.37704  -0.509
C 2.74303 -4.04699 3.36102  -0.534
C 2.55811 -2.56473 3.23518  -0.015
H 4.77337 -4.27733 2.82291  0.297
H 3.56177 -5.45370 1.96834  0.367
H 2.89192 -4.31497 4.40702  0.440
H 1.84374 -4.57120 3.03763  -0.002
H 3.30748 -2.04193 3.82950  0.494
H 1.53046 -2.29189 3.47521  -0.109
O 2.20981 7.95014 4.53299  -0.557
C 2.68754 6.95415 4.10661  0.530
O 2.96348 5.79319 4.88424  -0.386
C 3.51761 4.73344 4.09085  -0.154
C 4.01192 5.47851 2.83052  0.096
C 3.09520 6.69532 2.64013  -0.533
H 2.81270 3.91087 3.97009  -0.058
H 4.29779 4.36359 4.75617  0.359
H 4.09061 4.80131 1.98004  -0.140
H 5.05108 5.74642 3.02146  0.342
H 2.13447 6.50135 2.16318  0.194
H 3.51653 7.55870 2.12521  0.379
C -1.22855 5.79963 3.77888  -1.681
C -0.37157 4.59115 4.27571  0.922
C -0.30118 4.66845 5.82451  -0.350
C 0.29163 3.42763 6.42679  0.142
N 0.73445 2.42437 6.88001  -0.603
H -2.29124 5.63945 3.96099  0.428
H -1.26624 6.06384 2.72206  0.393
H -0.87457 6.73523 4.21183  0.391
H 0.65864 4.65533 3.92550  -0.458
H -0.84050 3.64692 3.99884  0.058
H -1.31833 4.83433 6.17945  0.480
H 0.45499 5.39987 6.10973  0.292
C -1.56652 0.29577 5.03008  -0.120
C -2.99780 0.72691 5.47159  -0.543
C -3.84852 -0.50974 5.66797  -0.578
C -4.26771 -1.01655 4.28516  0.133
N -4.64281 -1.40905 3.24278  -0.330
H -1.05028 1.21728 4.76099  -0.324
H -1.76773 -0.23657 4.10044  -0.048
H -0.95847 -0.30123 5.70977  0.397
H -3.43228 1.42640 4.75743  0.323
H -2.85030 1.20444 6.44024  0.400
H -4.64872 -0.30035 6.37786  0.372
H -3.34896 -1.34267 6.16271  0.295

---

Computed, not measured: a structure of composition C50H57N6O7ReSSb2, with ωB97M-V/def2-TZVPD.

Frontier orbital gap (spin up / spin down) in eV: 6.0 / 7.5
Charge: -1
Multiplicity: 4

Last column: Mulliken charge in e.
Positions of all 124 atoms, in Å:
Re -0.68744 0.30005 -0.53181  0.163
C 1.45611 -2.31741 3.65323  -1.491
C 1.51606 -0.87650 4.17311  -0.242
C 0.19342 -0.12728 4.01981  -1.492
Sb -0.56504 0.88659 2.25355  0.321
C 0.16946 2.81585 2.78416  1.618
C 1.50628 2.93664 3.15361  -0.907
C 2.04018 4.17667 3.47947  -0.709
C 1.23783 5.30700 3.45256  -0.636
C -0.09785 5.19401 3.09050  -0.876
C -0.63097 3.95732 2.75185  -0.258
C -2.46585 0.90724 3.25210  0.852
C -3.42460 -0.04914 2.91702  -0.461
C -4.63914 -0.10317 3.58904  -0.668
C -4.91080 0.79340 4.61327  -0.681
C -3.95712 1.73753 4.96508  -0.719
C -2.74304 1.79076 4.29098  -1.066
Sb 2.17110 -2.49009 1.62540  0.365
C 1.92954 -4.62947 1.49813  0.217
C 2.26503 -5.24314 0.29150  -0.565
C 2.13214 -6.61395 0.12178  -0.571
C 1.64447 -7.39818 1.15869  -0.514
C 1.29232 -6.80190 2.36049  -0.703
C 1.43586 -5.42887 2.52605  -0.106
C 4.21214 -2.60770 2.31841  0.573
C 4.80036 -3.79031 2.76565  -0.387
C 6.10256 -3.79981 3.24777  -0.668
C 6.83593 -2.62137 3.29596  -0.459
C 6.26127 -1.43795 2.85744  -0.698
C 4.96044 -1.43274 2.36703  -0.418
H 0.42881 -2.68663 3.70873  0.484
H 2.08528 -2.98060 4.25008  0.731
H 2.34780 -0.31876 3.73012  0.028
H 1.72874 -0.91217 5.24773  0.521
H 0.15473 0.70946 4.72313  0.644
H -0.63005 -0.79334 4.28775  0.788
H 2.15873 2.07243 3.14759  0.137
H 3.08941 4.25265 3.73635  0.441
H 1.65368 6.27547 3.70434  0.369
H -0.72768 6.07542 3.05721  0.404
H -1.66383 3.88595 2.44251  0.476
H -3.21602 -0.76226 2.12816  0.442
H -5.37312 -0.85168 3.31303  0.456
H -5.85796 0.75351 5.13758  0.365
H -4.15648 2.43755 5.76793  0.435
H -2.01266 2.53897 4.57650  0.430
H 2.62597 -4.64049 -0.53613  0.386
H 2.39933 -7.06896 -0.82436  0.386
H 1.53324 -8.46764 1.02757  0.340
H 0.90483 -7.40543 3.17304  0.387
H 1.15820 -4.98523 3.47556  0.293
H 4.24039 -4.71857 2.73352  0.318
H 6.54546 -4.72924 3.58684  0.395
H 7.85182 -2.62781 3.67274  0.345
H 6.82082 -0.51092 2.88959  0.465
H 4.53610 -0.49367 2.03711  0.242
C 2.53346 -1.23283 -1.80129  -1.067
C 2.74536 -0.85977 -3.25842  0.856
C 3.14046 -2.14248 -4.00980  -1.748
C 1.58864 -0.18474 -3.99161  -0.070
C 1.86044 0.17129 -5.31145  -0.298
C 0.90600 0.66362 -6.18011  -1.839
C -0.40728 0.76104 -5.72917  -0.181
C -0.74047 0.45524 -4.42537  0.309
C -2.18960 0.41320 -3.98262  2.787
C -3.14612 1.22042 -4.85597  -1.964
C -2.64084 -1.05281 -3.94482  -1.573
C 0.27931 0.06138 -3.48929  0.613
N -0.09066 -0.05205 -2.19600  1.556
H 3.45058 -1.70260 -1.43040  0.619
H 1.71085 -1.94135 -1.68618  0.293
H 2.33500 -0.37537 -1.16924  -0.307
H 3.59739 -0.16831 -3.30326  0.257
H 2.30495 -2.84676 -3.99154  0.365
H 3.99178 -2.61518 -3.51396  0.459
H 3.40918 -1.96769 -5.05137  0.412
H 2.87684 0.04449 -5.66980  0.506
H 1.16712 0.93282 -7.19615  0.326
H -1.18139 1.07683 -6.41782  0.286
H -2.24282 0.81496 -2.96627  -1.272
H -3.25649 0.77709 -5.84862  0.392
H -2.81414 2.25274 -4.98507  0.357
H -4.13721 1.23505 -4.39666  0.413
H -2.53220 -1.48858 -4.94217  0.371
H -3.68885 -1.13522 -3.64468  0.363
H -2.04555 -1.63034 -3.23899  0.252
C -1.67393 -3.29471 1.62811  -0.709
O -1.38023 -1.94354 1.27785  0.552
C -0.78886 -1.77202 0.02013  0.159
O -0.44620 -2.75887 -0.58113  -0.643
H -2.12887 -3.25906 2.61788  0.200
H -0.77128 -3.90703 1.64975  -0.008
H -2.36643 -3.73127 0.90662  0.267
O 3.71679 1.79870 -0.27912  -0.912
N 3.34637 1.50178 0.88455  0.748
O 4.00015 1.89835 1.85092  -0.665
O 2.29438 0.84399 1.06052  -0.258
C -5.90666 -1.09563 -1.31312  -1.276
N -5.00621 -0.07964 -0.79530  0.363
C -5.50224 1.13402 -0.41473  -0.541
C -4.71612 2.08671 0.09255  -1.205
C -3.29727 1.81674 0.26167  0.229
O -2.56295 2.61012 0.83852  -0.392
N -2.80093 0.63024 -0.25632  0.531
C -3.63730 -0.36623 -0.71496  -0.082
O -3.23615 -1.46687 -1.04557  -0.655
H -6.36834 -0.76105 -2.24421  0.358
H -6.68738 -1.31718 -0.58366  0.397
H -5.32460 -1.99095 -1.50445  0.341
H -6.57075 1.25739 -0.53956  0.497
H -5.09791 3.03736 0.42812  0.509
C -0.92215 4.17895 -3.63699  -0.905
N 0.36545 3.56937 -3.38330  0.545
C 1.44170 3.55547 -4.25008  -0.518
C 2.44464 2.91124 -3.61769  -0.677
N 1.97312 2.54593 -2.38366  0.598
C 0.70541 2.93743 -2.23928  -0.634
S -0.29232 2.79013 -0.84878  -0.168
H -0.94305 5.20457 -3.26719  0.299
H -1.68684 3.60552 -3.11785  0.254
H -1.11040 4.17097 -4.70855  0.353
H 1.38433 3.97934 -5.23578  0.460
H 3.43363 2.65686 -3.95050  0.480
H 2.49449 2.07218 -1.61313  0.111